{"formula": "CH4O2S3", "method": "ωB97M-V with the def2-TZVPD basis set", "symbols": ["S", "S", "S", "O", "O", "C", "H", "H", "H", "H"], "xyz": [[-1.6085, 0.1335, -0.0444], [-3.2698, 0.6274, 0.8752], [1.4783, -0.3845, -1.2824], [-0.4828, 0.1890, 0.9594], [-1.5978, -1.0032, -0.8971], [1.3110, -0.4762, 0.4091], [-1.0168, 1.2969, -0.8294], [1.7487, 0.1701, 1.2433], [1.5271, -1.5090, 0.7954], [1.9106, 0.9560, -1.2292]], "gap_ev": 7.5, "mol_weight_da": 144.24, "e_homo_ev": -8.73}


{"formula": "CH4O2S3", "method": "ωB97M-V with the def2-TZVPD basis set", "symbols": ["S", "S", "S", "O", "O", "C", "H", "H", "H", "H"], "xyz": [[3.4883, -0.0951, -0.0845], [0.6070, 0.8749, 0.1005], [1.6446, -0.9765, 0.0872], [1.0316, 1.4097, -1.1762], [0.6616, 1.8023, 1.1882], [-1.1797, 0.4277, -0.1512], [3.1837, 0.5837, -1.3485], [-1.6392, 0.1201, 0.7652], [-1.7081, 1.3373, -0.5238], [-1.0605, -0.5837, -0.6046]], "gap_ev": 9.6, "smiles": "CS(=O)(=O)SS", "mol_weight_da": 144.24, "e_homo_ev": -9.65}


{"formula": "CH4O3", "method": "ωB97M-V with the def2-TZVPD basis set", "symbols": ["O", "O", "O", "C", "H", "H", "H", "H"], "xyz": [[0.4875, -1.2400, 0.0767], [-1.4021, 0.0885, 0.1629], [0.6927, 1.0368, 0.3345], [-0.1174, 0.0000, -0.2435], [1.6214, 0.6217, 0.3723], [0.4955, -1.2979, 0.9913], [-1.9455, 0.7582, -0.3382], [0.1678, 0.0328, -1.3559]], "gap_ev": 11.5, "smiles": "OC(O)O", "mol_weight_da": 64.04, "e_homo_ev": -10.86}


{"formula": "CH4O3", "method": "ωB97M-V with the def2-TZVPD basis set", "symbols": ["O", "O", "O", "C", "H", "H", "H", "H"], "xyz": [[0.5321, -1.2395, -1.0689], [-1.3507, 0.7401, 0.0638], [0.5364, 0.2255, 1.1982], [-0.5926, 0.8653, 0.9943], [0.6812, -0.2063, 0.3200], [1.2207, -1.1994, -1.7563], [-0.7967, 1.6539, 1.7537], [-0.2305, -0.8396, -1.5049]], "gap_ev": 11.2, "smiles": "O=CO.O", "mol_weight_da": 64.04, "e_homo_ev": -10.61}


{"formula": "CH4O3", "method": "ωB97M-V with the def2-TZVPD basis set", "symbols": ["O", "O", "O", "C", "H", "H", "H", "H"], "xyz": [[-0.3208, -3.5357, -1.9193], [-0.1954, 2.6381, 2.2814], [0.0225, 1.6469, 0.2459], [0.3610, 1.7635, 1.4050], [1.4097, 1.4459, 1.5853], [-0.8022, -3.0840, -2.7284], [-0.7310, 3.2837, 1.5982], [0.2560, -4.1584, -2.4681]], "gap_ev": [6.7, 2.2], "charge": 1, "multiplicity": 2, "s2": 0.757, "mol_weight_da": 64.04, "e_homo_ev": [-13.72, -13.72]}


{"formula": "CH4O3PS", "method": "ωB97M-V with the def2-TZVPD basis set", "symbols": ["S", "P", "O", "O", "O", "C", "H", "H", "H", "H"], "xyz": [[-1.6023, 1.0375, 0.1030], [0.1071, -0.9889, 0.5576], [-3.0958, 1.4348, 0.1573], [-0.2399, -2.1225, -0.3066], [0.4909, -1.1221, 2.0020], [1.2987, 0.1825, -0.2569], [2.2455, -0.2302, -0.5371], [1.2564, 0.8611, 0.6024], [0.8685, 0.5707, -1.2917], [-1.3291, 0.3771, -1.0299]], "gap_ev": [7.4, 7.4], "charge": -1, "mol_weight_da": 127.08, "e_homo_ev": [-3.66, -3.66]}


{"formula": "CH4O3S", "method": "ωB97M-V with the def2-TZVPD basis set", "symbols": ["S", "O", "O", "O", "C", "H", "H", "H", "H"], "xyz": [[1.3656, -1.4205, -1.0268], [0.0870, 1.8430, 0.5206], [-0.2305, -1.0981, -1.4052], [0.7233, -0.3089, 1.2273], [-0.2021, 0.4785, 0.7852], [-0.8246, -1.8293, -1.4534], [-0.7034, -0.0372, -0.1061], [-1.2260, 0.5264, 1.3144], [1.0106, 1.8461, 0.1442]], "gap_ev": [9.0, 6.9], "multiplicity": 3, "s2": 2.009, "mol_weight_da": 96.11, "e_homo_ev": [-8.93, -9.49]}


{"formula": "CH4O4P2", "method": "ωB97M-V with the def2-TZVPD basis set", "symbols": ["P", "P", "O", "O", "O", "O", "C", "H", "H", "H", "H"], "xyz": [[3.4870, 0.1301, 0.0889], [-3.2997, 0.1519, 0.0723], [-2.1216, -0.7335, -0.1481], [4.4312, -1.0104, 0.0306], [-4.5140, -0.5601, 0.4208], [4.1571, 1.4392, 0.1446], [1.8269, -0.1904, -0.3589], [1.0062, 0.1509, 0.2234], [-3.0891, 1.0124, 1.2055], [-3.6355, 0.8232, -1.0799], [1.7514, -1.2134, -0.5993]], "gap_ev": 7.2, "charge": -2, "mol_weight_da": 141.99, "e_homo_ev": -0.79}


{"formula": "CH4O4P2", "method": "ωB97M-V with the def2-TZVPD basis set", "symbols": ["P", "P", "O", "O", "O", "O", "C", "H", "H", "H", "H"], "xyz": [[0.6377, 0.0126, -1.6147], [-0.9002, -0.5221, 1.0092], [-2.2022, -0.1616, 0.4383], [-0.7643, -0.6563, 2.4853], [1.6022, 0.8275, -2.3238], [-0.9353, 0.6366, -2.0277], [0.6297, 0.7889, 0.1313], [0.1293, 1.7369, 0.0569], [-0.5227, -1.5548, 0.2614], [-1.2785, 0.3383, -1.2180], [1.6464, 0.5972, 0.6272]], "gap_ev": 5.8, "charge": -2, "smiles": "O=[P@@H]([O-])CP([O-])O", "mol_weight_da": 141.99, "e_homo_ev": 1.30}


{"formula": "CH4O4S", "method": "ωB97M-V with the def2-TZVPD basis set", "symbols": ["S", "O", "O", "O", "O", "C", "H", "H", "H", "H"], "xyz": [[0.1090, 0.1928, 1.3503], [1.8813, -0.0532, -0.7597], [1.1504, 0.3803, -1.8418], [0.1050, -0.6864, 2.4744], [-0.2856, 1.5525, 1.6047], [-0.8425, -0.5663, -0.1153], [-0.4550, -1.5743, -0.2704], [-0.7110, 0.0082, -1.0481], [-1.8387, -0.5674, 0.3143], [0.8871, 1.3140, -1.7086]], "gap_ev": [9.2, 9.3], "multiplicity": 3, "s2": 2.009, "mol_weight_da": 112.11, "e_homo_ev": [-8.90, -11.58]}


{"formula": "CH4OP2", "method": "ωB97M-V with the def2-TZVPD basis set", "symbols": ["P", "P", "O", "C", "H", "H", "H", "H"], "xyz": [[1.7987, -0.2047, 0.4986], [-1.3236, 0.7731, -0.2351], [2.4919, -0.2955, -0.7912], [-0.2979, -0.6661, 0.1979], [-0.9086, 1.5174, 0.9053], [-0.4319, 1.5716, -1.0954], [-0.8691, -1.2726, 1.0759], [-0.4595, -1.4232, -0.5559]], "gap_ev": 7.8, "smiles": "O=PCP", "mol_weight_da": 93.99, "e_homo_ev": -8.78}


{"formula": "CH4OP2", "method": "ωB97M-V with the def2-TZVPD basis set", "symbols": ["P", "P", "O", "C", "H", "H", "H", "H"], "xyz": [[-0.2955, -0.7722, -0.1627], [2.5863, -0.1472, -0.3335], [-0.4223, -1.9172, 0.7326], [-1.8067, -0.2774, -0.6813], [3.2121, 0.6484, -1.2747], [-2.7291, -0.7901, -0.4419], [-1.8237, 0.4177, -1.5123], [2.5362, -1.1964, -1.2659]], "gap_ev": [7.9, 6.5], "multiplicity": 3, "s2": 2.018, "mol_weight_da": 93.99, "e_homo_ev": [-7.72, -9.35]}